Version a
Formula: C3H3NO3
Source: the OMol25 dataset
Level of theory: ωB97M-V with the def2-TZVPD basis set

CARTESIAN COORDINATES (ANGSTROEM)
O1 0.714 -1.125 -0.050
O2 0.254 0.999 0.237
O3 -2.653 0.018 0.045
N1 1.952 -0.477 -0.168
C1 -0.228 -0.250 0.466
C2 1.632 0.751 -0.139
C3 -1.523 -0.001 -0.413
H1 2.128 1.712 -0.161
H2 -1.332 0.178 -1.521
H3 -0.264 -0.688 1.515

The net charge is 0. For the HOMO-LUMO gap, the calculation gives 10.34 eV. The calculation puts the HOMO energy at -9.64 eV. The SMILES is O=C[C@@H]1OC=NO1.

Version b
Formula: C3H3NO3
Source: the OMol25 dataset
Level of theory: ωB97M-V with the def2-TZVPD basis set

CARTESIAN COORDINATES (ANGSTROEM)
O1 1.192 1.733 -0.681
O2 1.541 -1.062 -0.281
O3 3.752 -0.584 0.135
N1 1.868 1.264 0.456
C1 0.495 0.925 0.178
C2 2.603 -0.341 0.091
C3 0.312 -0.457 -0.306
H1 -0.268 1.292 0.935
H2 -0.073 -0.373 -1.391
H3 -0.607 -1.014 0.239

The net charge is 0. For the HOMO-LUMO gap, the calculation gives 10.38 eV. The calculation puts the HOMO energy at -9.68 eV. The SMILES is O=C1OC[C@@H]2ON12.

Version c
Formula: C3H3NO3
Source: the OMol25 dataset
Level of theory: ωB97M-V with the def2-TZVPD basis set

CARTESIAN COORDINATES (ANGSTROEM)
O1 -0.839 -0.688 0.427
O2 1.009 1.846 -1.278
O3 1.145 -1.120 1.456
N1 -1.151 0.914 -1.230
C1 -0.035 -1.280 1.346
C2 -0.378 0.241 -0.503
C3 1.036 0.767 -0.745
H1 -2.107 0.994 -0.937
H2 -0.656 -1.936 1.976
H3 1.977 0.264 -0.512

The net charge is 0. For the HOMO-LUMO gap, the calculation gives 9.87 eV. The calculation puts the HOMO energy at -10.15 eV. The SMILES is [H]/N=C(/C=O)OC=O.

Preferred: version c; penalty for the next structure: 180.7 kJ/mol.